Entry 1:
14
Properties=species:S:1:pos:R:3 method="wB97M-V/def2-TZVPD" charge=0 fmax_ha_per_bohr=0.02105 orbital_gap_ev=9.335 e_homo_ev=-8.6 relative_energy_kj_mol=237.78 total_energy_ev=-20001.8718
C -1.22 0.20 -1.81
C -0.12 0.16 -0.80
C -0.29 -0.25 0.61
H -1.66 -0.82 -1.96
H -2.02 0.88 -1.46
H -0.81 0.57 -2.75
H 2.47 0.97 0.22
H 1.46 0.03 3.38
H -2.10 -0.71 0.70
N 1.10 0.45 -1.05
N 1.87 0.18 0.05
N 1.00 -0.06 1.13
N -1.28 -0.67 1.30
S 1.60 -0.93 2.44

***

Entry 2:
14
Properties=species:S:1:pos:R:3 method="wB97M-V/def2-TZVPD" charge=0 fmax_ha_per_bohr=0.07815 orbital_gap_ev=7.330 e_homo_ev=-7.4 relative_energy_kj_mol=469.25 total_energy_ev=-19999.4727
C -1.46 -1.54 0.56
C 0.84 -0.87 0.48
C 3.04 0.49 0.39
N -0.18 -1.57 0.56
N -2.21 -0.55 0.09
N -1.66 0.51 -0.41
N -2.55 1.45 -0.83
S 1.96 -0.45 -0.72
H -1.80 -2.46 0.86
H 4.02 -0.06 0.46
H 2.55 0.44 1.32
H 3.12 1.54 -0.12
H -2.15 1.94 -1.63
H -3.54 1.13 -1.01

***

Entry 3:
14
Properties=species:S:1:pos:R:3 method="wB97M-V/def2-TZVPD" charge=0 fmax_ha_per_bohr=0.12161 orbital_gap_ev=8.556 e_homo_ev=-7.9 relative_energy_kj_mol=495.44 total_energy_ev=-19999.2013
C 2.03 1.12 0.40
C 2.78 -1.18 -0.22
C 1.10 0.17 0.30
N 1.50 -1.10 -0.05
N -1.54 1.05 -0.03
N -1.20 -1.08 0.32
N -0.79 0.08 0.76
S 3.63 0.40 0.06
H 1.86 2.13 0.52
H 3.33 -1.87 -0.67
H -1.06 1.07 -0.96
H -1.34 1.93 0.41
H -0.54 -1.69 0.70
H -1.54 -1.25 -0.61

***

Entry 4:
14
Properties=species:S:1:pos:R:3 method="wB97M-V/def2-TZVPD" charge=+1 fmax_ha_per_bohr=0.05642 orbital_gap_ev="7.440 / 7.129" smiles="[H]/N=N/C=[N+]=C=C(N)N" e_homo_ev="-13.0 / -12.6" relative_energy_kj_mol=419.80 total_energy_ev=-10647.9358
C 0.29 -0.35 -2.52
C 0.17 -0.58 -0.14
C 0.15 -0.41 1.23
N 0.33 -0.95 -1.28
N -0.06 0.91 -2.66
N -0.51 1.57 -1.72
N -0.96 0.26 1.57
N 0.97 -0.82 2.24
H 0.58 -0.91 -3.46
H -0.39 2.59 -1.84
H -1.58 0.60 0.83
H -1.22 0.54 2.57
H 1.81 -1.39 2.16
H 0.43 -1.06 3.02

***

Entry 5:
16
Properties=species:S:1:pos:R:3 method="wB97M-V/def2-TZVPD" charge=+1 fmax_ha_per_bohr=0.05882 orbital_gap_ev="8.187 / 8.177" e_homo_ev="-13.7 / -13.7" relative_energy_kj_mol=95.78 total_energy_ev=-13626.3481
C -1.80 1.76 -0.28
C -1.36 -2.34 0.10
C 1.22 0.31 -0.02
N -1.99 2.87 -0.37
N -1.50 -3.09 -0.73
N 1.41 1.59 0.11
N -1.67 0.43 -0.11
N -0.99 -1.44 0.95
N -0.78 -0.12 0.68
N 2.19 -0.51 -0.43
H 0.69 2.22 0.51
H 2.32 1.95 -0.08
H -2.31 -0.18 -0.62
H -0.62 -1.78 1.78
H 3.00 -0.14 -0.97
H 2.19 -1.54 -0.52

***

Entry 6:
19
Properties=species:S:1:pos:R:3 method="wB97M-V/def2-TZVPD" charge=0 fmax_ha_per_bohr=0.09256 orbital_gap_ev="8.723 / 8.723" smiles="C/N=N/N[C@@H](N=O)c1nnnn1O" e_homo_ev="-9.6 / -9.6" total_energy_ev=-19215.9543
C 1.49 -0.26 -0.20
C -3.91 -0.83 -0.16
C 0.35 0.76 0.13
N 1.66 -1.40 0.41
N 2.91 -1.76 0.25
N 3.57 -0.86 -0.38
N -2.77 -0.69 0.71
N 0.85 1.85 0.91
N -1.85 -0.02 0.19
N 2.71 0.10 -0.69
N -0.69 0.04 0.85
O 1.98 2.22 0.72
O 3.02 1.20 -1.42
H -4.89 -0.72 0.37
H -3.76 -1.83 -0.56
H -4.03 -0.03 -0.89
H -0.04 1.24 -0.70
H -0.52 -0.63 1.62
H 3.92 1.61 -1.14

***

Entry 7:
11
Properties=species:S:1:pos:R:3 method="wB97M-V/def2-TZVPD" charge=+1 fmax_ha_per_bohr=0.09984 orbital_gap_ev=11.258 e_homo_ev=-17.0 relative_energy_kj_mol=129.24 total_energy_ev=-6736.6376
C -0.31 0.11 -0.73
C 1.15 -1.16 0.91
C -2.48 1.70 -0.50
N 0.74 0.02 0.09
O -2.81 2.63 -1.06
H -0.86 -0.84 -0.70
H -0.34 0.85 -1.53
H 0.15 -1.72 1.00
H 2.09 -1.79 0.74
H 1.37 -0.66 1.72
H 1.31 0.86 0.05

***

Entry 8:
12
Properties=species:S:1:pos:R:3 method="wB97M-V/def2-TZVPD" charge=-1 fmax_ha_per_bohr=0.05801 orbital_gap_ev=7.987 e_homo_ev=-3.7 relative_energy_kj_mol=161.92 total_energy_ev=-8793.5387
C 0.41 1.04 1.96
C 0.93 1.02 0.70
N 0.18 0.97 -0.44
H -0.55 0.62 2.23
H 1.20 1.25 2.67
H 1.95 0.68 0.56
H -0.82 0.98 -0.47
H 0.64 0.66 -1.27
O 0.15 -1.74 -1.96
C -0.96 -1.79 -1.39
O -1.73 -0.86 -1.05
H -1.39 -2.83 -1.55

***

Entry 9:
12
Properties=species:S:1:pos:R:3 method="wB97M-V/def2-TZVPD" charge=-1 fmax_ha_per_bohr=0.02950 orbital_gap_ev=8.387 e_homo_ev=-4.2 relative_energy_kj_mol=113.61 total_energy_ev=-8794.0394
C -2.30 -0.54 -1.07
C -1.33 -0.34 -0.15
N -0.40 0.66 -0.25
H -2.72 0.20 -1.74
H -2.80 -1.50 -1.10
H -1.12 -1.14 0.56
H 0.13 0.69 -1.11
H 0.21 0.97 0.49
O 1.52 0.18 1.75
C 2.58 0.24 1.10
O 2.70 0.51 -0.12
H 3.53 0.05 1.64

***

Entry 10:
12
Properties=species:S:1:pos:R:3 method="wB97M-V/def2-TZVPD" charge=+1 fmax_ha_per_bohr=0.07107 orbital_gap_ev=10.683 smiles="C[N+]1=COCO1" e_homo_ev=-15.4 relative_energy_kj_mol=276.62 total_energy_ev=-8783.1147
C -0.45 1.08 -0.09
C -1.35 -0.43 1.21
C 1.43 -0.23 -1.05
N 0.38 0.08 -0.13
O -1.35 0.94 0.83
O -0.08 -0.84 0.89
H -0.20 2.00 -0.66
H -1.52 -0.51 2.34
H -2.06 -1.18 0.58
H 2.37 0.07 -0.61
H 1.44 0.29 -2.00
H 1.38 -1.29 -1.33

***

Entry 11:
13
Properties=species:S:1:pos:R:3 method="wB97M-V/def2-TZVPD" charge=+1 fmax_ha_per_bohr=0.08489 orbital_gap_ev=10.006 e_homo_ev=-15.9 relative_energy_kj_mol=209.76 total_energy_ev=-10831.7907
C -1.40 -0.15 -0.02
C -0.31 1.36 0.64
C -0.05 0.38 -0.47
N 0.70 0.13 -1.50
O -2.13 -1.02 -0.40
O -1.57 0.79 0.89
O 0.76 -1.38 0.88
H 0.47 1.34 1.49
H -0.35 2.45 0.30
H 1.51 -1.93 0.62
H 1.67 0.50 -1.74
H 0.52 -0.72 -2.13
H 0.17 -1.76 1.44

***

Entry 12:
12
Properties=species:S:1:pos:R:3 method="wB97M-V/def2-TZVPD" charge=0 fmax_ha_per_bohr=0.03669 orbital_gap_ev="7.178 / 7.153" e_homo_ev="-8.2 / -8.2" relative_energy_kj_mol=444.16 total_energy_ev=-16029.6025
C -0.29 0.00 -0.58
C 1.13 -0.27 -0.11
C -1.31 -0.18 0.56
N 1.45 -1.66 0.15
O 0.58 -2.48 -0.07
P -2.98 -0.62 -0.09
H -0.37 1.00 -0.99
H -0.50 -0.72 -1.37
H 1.88 0.06 -0.85
H 1.38 0.25 0.82
H -1.01 -0.99 1.23
H -1.39 0.73 1.16